(1)
C18H11ClF3NO4 | ωB97M-V/def2-TZVPD

LUMO level   -0.0033 hartree
DFT total energy   -49200.4549 eV
Highest occupied orbital energy   -8.320 eV
Structure (SMILES)   O=C(COc1ccc2ccc(=O)oc2c1)Nc1c(Cl)cccc1C(F)(F)F
2S+1   1

Each line ends with the Löwdin charge.
Atoms and positions in Å:
O (-0.012, 1.907, 0.478)  0.125
C (-0.820, 1.141, 0.025)  -0.455
C (-0.904, -0.337, 0.414)  -0.105
O (-0.006, -0.659, 1.442)  -0.007
C (1.329, -0.602, 1.209)  -0.244
C (1.920, -0.396, -0.043)  -0.010
C (3.289, -0.385, -0.163)  -0.007
C (4.117, -0.585, 0.945)  -0.162
C (5.545, -0.581, 0.889)  0.000
C (6.264, -0.785, 2.009)  0.022
C (5.622, -1.015, 3.294)  -0.451
O (6.201, -1.214, 4.333)  0.112
O (4.251, -1.007, 3.312)  0.133
C (3.516, -0.800, 2.198)  -0.179
C (2.135, -0.807, 2.324)  0.100
N (-1.785, 1.562, -0.852)  0.116
C (-2.757, 0.792, -1.507)  -0.219
C (-2.408, -0.110, -2.518)  -0.570
Cl (-0.755, -0.259, -2.986)  0.770
C (-3.372, -0.858, -3.175)  -0.081
C (-4.707, -0.705, -2.849)  -0.052
C (-5.085, 0.198, -1.870)  0.000
C (-4.117, 0.936, -1.206)  -0.047
C (-4.509, 1.907, -0.123)  -0.576
F (-5.827, 1.953, 0.082)  0.151
F (-4.122, 3.165, -0.406)  0.147
F (-3.947, 1.595, 1.056)  0.154
H (-1.898, -0.526, 0.831)  0.148
H (-0.760, -0.981, -0.463)  0.102
H (1.317, -0.228, -0.920)  0.081
H (3.743, -0.217, -1.128)  0.119
H (6.025, -0.412, -0.065)  0.121
H (7.341, -0.792, 2.018)  0.118
H (1.682, -0.966, 3.288)  0.138
H (-1.853, 2.569, -0.940)  0.164
H (-3.070, -1.546, -3.949)  0.110
H (-5.456, -1.283, -3.365)  0.113
H (-6.125, 0.330, -1.618)  0.123

(2)
C18H12BaCl2N2O4S | ωB97M-V/def2-TZVPD

Net charge   -2
LUMO level   0.1518 hartree
DFT total energy   -66606.1879 eV
Energy above the lowest of the compared OMol25 structures with the same formula, charge and spin   1.6 kcal per mole
Highest occupied orbital energy   0.033 eV
2S+1   1

Each line ends with the Löwdin charge.
Atoms and positions in Å:
Ba (-0.154, 0.324, -0.068)  1.770
O (0.833, -1.811, -1.344)  -0.421
N (1.002, -1.886, -2.647)  -0.260
C (-0.065, -2.269, -3.385)  -0.054
C (-0.015, -2.405, -4.746)  -0.102
C (1.202, -2.128, -5.382)  -0.121
C (2.271, -1.729, -4.629)  -0.133
C (2.223, -1.573, -3.217)  -0.782
S (3.519, -1.039, -2.282)  0.488
H (-0.950, -2.448, -2.793)  0.127
H (-0.904, -2.703, -5.282)  0.087
H (1.297, -2.216, -6.458)  0.089
H (3.221, -1.494, -5.088)  0.083
O (-4.269, 2.047, -3.523)  0.062
C (-3.898, 3.263, -3.024)  -0.262
C (-4.648, 4.400, -3.314)  -0.051
C (-4.259, 5.640, -2.830)  -0.120
C (-3.108, 5.755, -2.068)  -0.104
C (-2.359, 4.616, -1.800)  -0.017
C (-2.739, 3.359, -2.251)  -0.060
C (-1.887, 2.161, -1.852)  -0.719
O (-2.480, 1.125, -1.475)  -0.138
O (-0.645, 2.341, -1.877)  -0.186
H (-5.078, 2.166, -4.029)  0.092
H (-5.542, 4.305, -3.925)  0.099
H (-4.858, 6.515, -3.056)  0.089
H (-2.795, 6.718, -1.686)  0.091
H (-1.447, 4.675, -1.220)  0.119
Cl (0.757, 3.137, 1.609)  0.527
C (0.346, 2.603, 3.254)  -0.608
C (0.606, 3.471, 4.283)  -0.212
C (0.309, 3.132, 5.605)  -0.195
C (-0.267, 1.868, 5.818)  -0.216
C (-0.522, 1.009, 4.785)  -0.631
Cl (-1.249, -0.547, 5.178)  0.514
C (-0.242, 1.258, 3.347)  -0.662
N (-0.464, 0.460, 2.376)  -0.383
H (1.049, 4.435, 4.052)  0.075
H (0.512, 3.812, 6.422)  0.052
H (-0.519, 1.555, 6.827)  0.072

(3)
C18H12Cl3LiN3O2 | ωB97M-V/def2-TZVPD

Net charge   -1
LUMO level   0.1010 hartree
DFT total energy   -65203.4945 eV
Energy above the lowest of the compared OMol25 structures with the same formula, charge and spin   7.2 kcal per mole
Highest occupied orbital energy   -4.516 eV
2S+1   1

Each line ends with the Löwdin charge.
Atoms and positions in Å:
Li (-0.779, -0.089, 0.144)  0.534
O (-0.431, -1.318, 3.750)  -0.040
C (-0.864, -1.143, 2.592)  -0.548
N (-1.256, -0.044, 1.989)  -0.054
C (-1.030, 1.190, 2.674)  -0.200
C (-1.047, 2.342, 1.685)  -0.246
C (-0.796, 3.643, 2.120)  -0.037
C (-0.783, 4.678, 1.209)  -0.086
C (-1.023, 4.400, -0.132)  -0.084
C (-1.264, 3.085, -0.483)  -0.141
N (-1.286, 2.077, 0.395)  0.075
C (-0.974, -2.370, 1.682)  -0.181
C (-0.696, -3.627, 2.207)  -0.013
C (-0.765, -4.732, 1.379)  -0.078
C (-1.102, -4.552, 0.044)  -0.084
C (-1.353, -3.266, -0.398)  -0.149
N (-1.301, -2.194, 0.391)  0.068
H (-0.071, 1.199, 3.209)  0.125
H (-1.788, 1.396, 3.445)  0.123
H (-0.596, 3.823, 3.171)  0.111
H (-0.579, 5.692, 1.533)  0.098
H (-1.011, 5.178, -0.884)  0.093
H (-1.436, 2.813, -1.520)  0.092
H (-0.422, -3.685, 3.252)  0.109
H (-0.553, -5.723, 1.763)  0.097
H (-1.160, -5.386, -0.644)  0.092
H (-1.602, -3.079, -1.438)  0.093
Cl (3.549, -0.053, -5.610)  0.586
C (2.778, -0.038, -4.032)  -0.697
C (1.400, -0.076, -3.940)  -0.164
C (0.816, -0.063, -2.690)  -0.559
Cl (-0.930, -0.111, -2.560)  0.680
C (1.531, -0.015, -1.454)  -0.527
O (0.964, -0.006, -0.321)  -0.189
C (2.946, 0.023, -1.644)  -0.588
Cl (3.940, 0.089, -0.217)  0.659
C (3.554, 0.012, -2.884)  -0.162
H (0.786, -0.114, -4.830)  0.097
H (4.633, 0.042, -2.953)  0.095

(4)
C18H12Cl4N4O4Ru | ωB97M-V/def2-TZVPD

Net charge   -2
LUMO level (spin up / spin down)   0.1667 / 0.1444 hartree
DFT total energy   -85664.7541 eV
Energy above the lowest of the compared OMol25 structures with the same formula, charge and spin   421.1 kcal per mole
Highest occupied orbital energy (spin up / spin down)   -1.272 / -1.914 eV
<S²>   6.044
2S+1   5

Each line ends with the Mulliken spin population.
Atoms and positions in Å:
Ru (0.595, -1.056, 0.299)  2.374
O (-5.296, -0.755, 0.065)  0.000
C (-4.823, 0.460, -0.180)  -0.001
O (-5.566, 1.417, -0.257)  0.000
C (-3.358, 0.599, -0.350)  -0.008
C (-2.730, 1.797, -0.663)  0.006
N (-1.421, 1.573, -0.737)  -0.007
N (-1.135, 0.294, -0.503)  0.071
C (-2.290, -0.320, -0.258)  0.011
C (-2.242, -1.795, 0.001)  0.006
O (-3.311, -2.420, 0.123)  0.012
O (-1.091, -2.330, 0.066)  0.014
H (-4.550, -1.442, 0.086)  0.000
H (-3.140, 2.775, -0.846)  0.001
H (-0.709, 2.308, -1.032)  -0.001
Cl (0.348, -0.175, -3.959)  0.005
C (1.504, -0.656, -2.712)  -0.041
C (2.148, -1.863, -2.896)  0.172
C (2.812, -2.513, -1.835)  0.025
C (3.011, -2.148, -0.518)  0.026
C (3.015, -0.903, 0.204)  0.217
Cl (3.901, -0.822, 1.720)  0.006
C (1.683, 0.158, -1.632)  0.297
N (1.578, 1.159, 0.699)  0.126
H (2.011, -2.407, -3.822)  0.013
H (3.110, -3.536, -2.046)  0.004
H (3.446, -2.925, 0.102)  0.020
C (0.575, -1.589, 2.272)  -0.088
H (-0.381, -1.254, 2.688)  0.019
H (1.391, -1.130, 2.832)  -0.002
H (0.627, -2.681, 2.349)  0.022
Cl (2.467, 0.615, -0.402)  0.004
C (3.757, 1.482, -0.815)  0.592
C (4.866, 2.187, -1.139)  -0.062
C (5.455, 3.308, -0.543)  0.022
C (4.898, 3.962, 0.555)  0.002
C (3.791, 3.455, 1.137)  0.023
Cl (0.072, 3.969, -1.734)  0.000
C (2.690, 2.939, 1.400)  0.044
N (1.623, 2.266, 1.528)  0.007
H (5.363, 1.846, -2.051)  0.069
H (6.349, 3.708, -1.005)  -0.004
H (5.359, 4.870, 0.931)  0.003